ORCA calculation (wB97M-V/def2-TZVPD) on a molecular structure, C2H8N2S.

Last column: Löwdin charge in e.
CARTESIAN COORDINATES (ANGSTROEM)
1 C -1.65 1.09 1.12  -0.526
2 S -1.75 0.50 -0.62  0.439
3 H -0.94 0.49 1.70  0.004
4 H -1.31 2.12 1.19  0.018
5 H -2.67 1.02 1.48  0.001
6 N 1.09 0.57 -0.63  0.000
7 C 1.24 -0.61 -0.12  -0.326
8 N 1.30 -1.83 -0.72  0.084
9 H 1.70 0.79 -1.40  0.082
10 H -0.18 0.92 -0.69  -0.083
11 H 0.96 -0.74 0.93  0.115
12 H 0.45 -2.38 -0.66  0.102
13 H 1.78 -1.93 -1.60  0.090

The strongest force on any atom is 3.3 eV Å⁻¹. Its LUMO energy is -0.0002 Ha. The HOMO energy comes out at -0.2889 hartree. As for the energy above the lowest of the compared OMol25 structures with the same formula, charge and spin: 43.8 kcal/mol. The energy is -588.6101 Eh.